{
  "formula": "C49H90BBrClN2O10",
  "method": "ωB97M-V/def2-TZVPD",
  "homo_ev": -10.01,
  "lumo_ev": -2.6,
  "charge": 1,
  "symbols": ["C", "C", "C", "C", "C", "C", "N", "C", "C", "C", "C", "O", "Cl", "O", "C", "Br", "B", "O", "N", "C", "C", "C", "C", "C", "C", "C", "C", "C", "C", "H", "H", "H", "H", "H", "H", "H", "H", "H", "H", "H", "H", "H", "H", "H", "H", "H", "H", "H", "H", "H", "H", "H", "H", "H", "H", "H", "H", "H", "H", "H", "H", "H", "H", "C", "C", "C", "O", "C", "H", "H", "H", "H", "H", "H", "H", "H", "C", "C", "C", "O", "C", "H", "H", "H", "H", "H", "H", "H", "H", "C", "C", "C", "O", "C", "H", "H", "H", "H", "H", "H", "H", "H", "C", "C", "C", "O", "C", "H", "H", "H", "H", "H", "H", "H", "H", "C", "C", "C", "O", "C", "H", "H", "H", "H", "H", "H", "H", "H", "C", "C", "C", "O", "C", "H", "H", "H", "H", "H", "H", "H", "H", "C", "C", "C", "O", "C", "H", "H", "H", "H", "H", "H", "H", "H"],
  "positions_angstrom": [[-7.56, -5.22, -5.35], [-7.82, -3.69, -5.56], [-6.67, -2.99, -6.41], [-7.17, -1.53, -6.76], [-6.09, -0.39, -6.57], [-5.45, -0.34, -5.12], [-6.26, 0.54, -4.21], [-7.33, -0.21, -3.44], [-8.42, 0.92, -3.11], [-9.54, 0.43, -2.10], [-9.44, -1.09, -1.75], [-9.67, -1.95, -2.54], [-8.96, -1.57, -0.06], [-7.84, 2.20, -2.78], [-6.50, 2.11, -2.27], [-6.65, 1.39, -0.41], [-6.00, 3.68, -2.09], [-5.55, 4.46, -3.19], [-5.98, 4.33, -0.75], [-7.37, 4.91, -0.63], [-5.08, 5.53, -0.78], [-5.48, 1.32, -3.19], [-4.39, 0.50, -2.42], [-3.44, 1.43, -1.55], [-2.76, 2.61, -2.09], [-1.95, 3.40, -1.17], [-1.83, 3.03, 0.25], [-2.49, 1.84, 0.80], [-3.31, 1.05, -0.13], [-8.33, -5.73, -4.71], [-7.57, -5.72, -6.35], [-6.54, -5.39, -4.89], [-8.83, -3.47, -6.02], [-7.84, -3.21, -4.54], [-6.55, -3.62, -7.34], [-5.70, -3.02, -5.86], [-8.13, -1.26, -6.24], [-7.43, -1.53, -7.86], [-6.60, 0.59, -6.83], [-5.30, -0.52, -7.36], [-4.44, 0.13, -5.23], [-5.35, -1.35, -4.64], [-6.72, 1.24, -4.82], [-7.83, -0.92, -4.14], [-6.91, -0.68, -2.52], [-8.96, 1.08, -4.10], [-10.56, 0.69, -2.48], [-9.42, 1.01, -1.14], [-6.31, 4.75, -3.73], [-7.64, 5.50, -1.56], [-8.14, 4.10, -0.54], [-7.37, 5.63, 0.22], [-5.62, 6.37, -1.32], [-4.08, 5.32, -1.23], [-4.92, 5.90, 0.28], [-4.91, 2.10, -3.78], [-4.84, -0.32, -1.78], [-3.68, -0.05, -3.10], [-2.91, 2.85, -3.18], [-1.43, 4.32, -1.54], [-1.24, 3.64, 0.98], [-2.46, 1.53, 1.87], [-3.85, 0.14, 0.23], [2.17, 0.50, -0.78], [2.87, -0.06, 0.44], [2.53, 0.97, 1.50], [1.25, 1.51, 1.16], [0.91, 1.09, -0.17], [1.96, -0.24, -1.55], [2.78, 1.29, -1.23], [2.44, -1.03, 0.70], [3.95, -0.19, 0.30], [3.26, 1.79, 1.50], [2.49, 0.54, 2.50], [0.12, 0.34, -0.09], [0.53, 1.94, -0.74], [7.09, -2.30, 1.55], [8.08, -1.58, 2.44], [7.28, -0.39, 2.91], [5.90, -0.81, 2.96], [5.78, -2.07, 2.29], [7.31, -3.35, 1.40], [7.05, -1.82, 0.56], [8.35, -2.21, 3.29], [9.00, -1.29, 1.92], [7.35, 0.45, 2.21], [7.59, -0.04, 3.90], [5.62, -2.84, 3.05], [4.92, -2.05, 1.62], [-10.14, -8.35, -8.71], [-10.58, -7.01, -9.28], [-10.63, -6.14, -8.04], [-9.64, -6.65, -7.13], [-9.18, -7.92, -7.62], [-9.68, -9.01, -9.45], [-11.00, -8.87, -8.28], [-9.82, -6.63, -9.97], [-11.53, -7.05, -9.81], [-11.61, -6.22, -7.54], [-10.43, -5.09, -8.25], [-8.17, -7.78, -8.01], [-9.14, -8.63, -6.79], [8.67, 1.36, 7.99], [9.76, 2.14, 7.29], [10.54, 1.04, 6.60], [9.61, -0.01, 6.31], [8.38, 0.25, 7.00], [7.78, 1.96, 8.23], [9.06, 0.94, 8.93], [9.31, 2.81, 6.54], [10.37, 2.75, 7.95], [11.31, 0.63, 7.27], [11.02, 1.37, 5.68], [7.64, 0.57, 6.26], [8.03, -0.66, 7.48], [1.99, 5.08, 2.28], [2.77, 4.76, 3.54], [4.16, 5.26, 3.18], [3.97, 6.37, 2.28], [2.61, 6.40, 1.85], [0.91, 5.16, 2.44], [2.17, 4.31, 1.52], [2.37, 5.33, 4.38], [2.76, 3.70, 3.81], [4.74, 4.50, 2.66], [4.72, 5.59, 4.05], [2.12, 7.25, 2.34], [2.57, 6.55, 0.77], [10.46, 2.87, 0.66], [11.21, 2.15, 1.77], [10.23, 1.05, 2.14], [9.50, 0.72, 0.94], [9.77, 1.72, -0.05], [11.11, 3.45, 0.00], [9.72, 3.55, 1.09], [12.13, 1.72, 1.38], [11.46, 2.80, 2.61], [9.51, 1.39, 2.89], [10.73, 0.16, 2.52], [10.42, 1.28, -0.81], [8.83, 2.03, -0.52], [7.12, -4.34, 9.78], [8.57, -4.72, 9.59], [9.06, -3.64, 8.65], [8.29, -2.46, 8.94], [7.19, -2.82, 9.78], [6.67, -4.75, 10.69], [6.53, -4.68, 8.92], [9.10, -4.66, 10.54], [8.71, -5.73, 9.18], [8.89, -3.90, 7.60], [10.13, -3.42, 8.78], [7.40, -2.44, 10.79], [6.28, -2.36, 9.41]]
}



{
  "formula": "C20H24BrN3O3S2",
  "method": "ωB97M-V/def2-TZVPD",
  "homo_ev": -8.06,
  "lumo_ev": 0.3,
  "relative_energy_ev": 0.866,
  "charge": 0,
  "symbols": ["O", "C", "N", "C", "C", "N", "C", "C", "C", "C", "C", "C", "H", "H", "H", "H", "H", "C", "C", "H", "H", "H", "H", "H", "H", "H", "H", "C", "C", "C", "N", "S", "O", "O", "C", "C", "C", "C", "S", "Br", "H", "H", "C", "C", "H", "H", "H", "H", "H", "H", "H", "H", "H"],
  "positions_angstrom": [[1.70, 0.24, -2.71], [1.24, 0.81, -1.74], [1.95, 1.75, -1.07], [1.57, 2.42, 0.15], [2.80, 2.48, 1.10], [3.71, 1.39, 0.79], [3.29, 0.10, 1.12], [3.32, -0.97, 0.22], [2.93, -2.24, 0.62], [2.50, -2.48, 1.91], [2.47, -1.43, 2.81], [2.86, -0.16, 2.43], [2.86, 0.64, 3.16], [2.15, -1.59, 3.83], [2.20, -3.47, 2.22], [2.96, -3.05, -0.10], [3.61, -0.83, -0.81], [4.33, 1.65, -0.49], [3.28, 2.08, -1.54], [3.43, 1.57, -2.49], [3.33, 3.16, -1.70], [5.06, 2.45, -0.34], [4.88, 0.76, -0.81], [2.47, 2.43, 2.13], [3.35, 3.41, 0.96], [1.23, 3.44, -0.07], [0.77, 1.88, 0.65], [-0.18, 0.50, -1.25], [-0.13, -0.63, -0.22], [-1.54, -1.02, 0.21], [-2.30, -1.41, -0.96], [-3.62, -2.36, -0.70], [-3.25, -3.38, 0.24], [-4.17, -2.72, -1.97], [-4.80, -1.30, 0.11], [-5.00, -1.13, 1.44], [-5.98, -0.16, 1.73], [-6.49, 0.39, 0.59], [-5.79, -0.27, -0.85], [-7.79, 1.72, 0.49], [-6.30, 0.12, 2.72], [-4.47, -1.71, 2.18], [-2.42, -0.37, -1.95], [-1.03, 0.04, -2.43], [-0.54, -0.80, -2.91], [-1.12, 0.84, -3.17], [-3.01, -0.79, -2.77], [-2.95, 0.51, -1.54], [-1.52, -1.88, 0.88], [-2.02, -0.17, 0.73], [0.36, -1.50, -0.67], [0.45, -0.35, 0.67], [-0.64, 1.39, -0.81]]
}



{
  "formula": "C39H52BrN5O11P2STi",
  "method": "ωB97M-V/def2-TZVPD",
  "homo_ev": -13.13,
  "lumo_ev": -6.1,
  "relative_energy_ev": 0.585,
  "charge": 2,
  "symbols": ["Ti", "O", "C", "C", "C", "N", "C", "Br", "C", "H", "H", "H", "H", "C", "C", "C", "O", "P", "O", "C", "P", "O", "O", "C", "C", "C", "O", "C", "C", "C", "O", "C", "C", "C", "H", "H", "H", "H", "H", "H", "H", "H", "H", "H", "H", "H", "H", "H", "H", "H", "H", "H", "H", "H", "H", "H", "H", "H", "H", "H", "H", "H", "H", "H", "C", "C", "C", "C", "C", "C", "C", "S", "O", "O", "N", "C", "C", "C", "C", "C", "C", "C", "C", "N", "C", "H", "H", "H", "H", "H", "H", "H", "H", "H", "H", "H", "H", "H", "C", "N", "C", "C", "C", "O", "N", "C", "O", "H", "H", "H", "H", "H"],
  "positions_angstrom": [[0.82, -0.72, 0.08], [-6.02, -3.64, 1.78], [-4.75, -3.75, 1.37], [-4.31, -4.65, 0.41], [-2.98, -4.66, 0.06], [-2.07, -3.85, 0.62], [-2.51, -3.01, 1.53], [-1.19, -1.91, 2.38], [-3.82, -2.89, 1.95], [-6.58, -4.32, 1.38], [-5.00, -5.34, -0.06], [-2.60, -5.34, -0.69], [-4.11, -2.19, 2.72], [4.81, 4.42, 1.08], [3.76, 4.27, 0.00], [2.87, 5.48, -0.15], [2.95, 3.10, 0.39], [1.88, 2.41, -0.51], [1.88, 0.95, -0.16], [0.28, 3.11, -0.07], [-0.55, 2.00, 1.07], [-0.54, 0.54, 0.61], [0.22, 2.01, 2.42], [0.79, 3.17, 3.14], [-0.31, 4.06, 3.68], [1.67, 2.57, 4.21], [-1.98, 2.57, 1.14], [-3.22, 1.98, 1.71], [-3.72, 0.89, 0.78], [-2.99, 1.52, 3.13], [2.18, 2.74, -1.99], [2.64, 1.75, -3.00], [4.14, 1.63, -2.88], [2.17, 2.26, -4.34], [5.48, 5.23, 0.82], [5.39, 3.51, 1.18], [4.34, 4.64, 2.04], [4.22, 4.01, -0.95], [2.37, 5.71, 0.79], [2.14, 5.35, -0.95], [3.48, 6.35, -0.42], [-0.34, 3.23, -0.96], [0.40, 4.08, 0.41], [1.41, 3.70, 2.42], [-0.87, 3.56, 4.47], [-1.00, 4.39, 2.90], [0.15, 4.95, 4.12], [1.08, 1.92, 4.86], [2.10, 3.37, 4.81], [2.47, 1.98, 3.77], [-3.89, 2.84, 1.69], [-3.06, 0.02, 0.81], [-3.79, 1.26, -0.24], [-4.71, 0.59, 1.11], [-2.26, 0.71, 3.18], [-3.93, 1.15, 3.54], [-2.66, 2.34, 3.76], [2.16, 0.81, -2.75], [4.63, 2.59, -3.08], [4.51, 0.91, -3.60], [4.42, 1.28, -1.88], [2.64, 3.21, -4.58], [1.09, 2.38, -4.34], [2.43, 1.54, -5.11], [-6.67, -0.38, -2.36], [-5.17, -0.33, -2.42], [-4.39, -1.30, -1.79], [-3.00, -1.25, -1.82], [-2.39, -0.21, -2.51], [-3.14, 0.77, -3.15], [-4.52, 0.71, -3.10], [-0.65, -0.04, -2.65], [-0.24, -0.24, -4.01], [-0.28, 1.22, -2.04], [0.01, -1.21, -1.67], [-0.01, -2.56, -2.13], [-0.44, -3.05, -3.34], [-0.44, -4.44, -3.59], [-0.03, -5.33, -2.64], [0.41, -4.86, -1.38], [0.80, -5.70, -0.33], [1.16, -5.15, 0.87], [1.14, -3.76, 1.02], [0.80, -2.93, 0.05], [0.42, -3.47, -1.14], [-7.02, -1.36, -2.04], [-7.10, -0.17, -3.34], [-7.05, 0.37, -1.66], [-4.87, -2.11, -1.26], [-2.43, -2.01, -1.32], [-2.65, 1.57, -3.69], [-5.11, 1.46, -3.60], [-0.77, -2.38, -4.13], [-0.77, -4.79, -4.56], [-0.03, -6.39, -2.84], [0.81, -6.77, -0.48], [1.45, -5.76, 1.71], [1.40, -3.32, 1.97], [5.50, -1.78, 0.29], [4.40, -1.54, 1.23], [4.61, -1.44, 2.59], [3.62, -1.16, 3.46], [2.26, -0.97, 2.98], [1.29, -0.73, 3.67], [2.13, -1.11, 1.60], [3.16, -1.34, 0.77], [2.84, -1.34, -0.46], [6.31, -2.26, 0.82], [5.85, -0.85, -0.15], [5.15, -2.43, -0.51], [5.63, -1.60, 2.91], [3.81, -1.10, 4.52]]
}



{
  "formula": "C8H21N3O10P2V",
  "method": "ωB97M-V/def2-TZVPD",
  "homo_ev": [-7.20, -6.33],
  "lumo_ev": [0.2, 0.2],
  "multiplicity": 2,
  "relative_energy_ev": 1.468,
  "charge": 0,
  "symbols": ["V", "O", "P", "O", "O", "O", "P", "O", "O", "O", "H", "H", "N", "C", "C", "N", "H", "H", "H", "H", "H", "H", "H", "H", "H", "O", "C", "C", "C", "C", "O", "N", "H", "H", "H", "H", "C", "C", "O", "H", "H", "H", "H", "H", "H"],
  "positions_angstrom": [[0.53, -0.58, 0.42], [3.43, -0.65, -2.37], [2.65, -0.60, -0.99], [2.22, -1.94, -0.47], [1.45, 0.32, -1.12], [1.85, 0.06, 1.72], [3.08, 0.90, 1.30], [4.19, 0.69, 2.41], [3.72, 0.06, 0.01], [2.92, 2.32, 0.97], [4.39, -0.57, -2.28], [4.19, -0.22, 2.75], [-1.73, 3.17, -0.03], [-1.46, 3.15, 1.46], [0.01, 2.89, 1.70], [0.21, 2.51, 3.08], [-2.41, 3.87, -0.28], [-2.12, 2.19, -0.36], [-0.86, 3.36, -0.53], [-2.06, 2.34, 1.87], [-1.78, 4.09, 1.89], [0.58, 3.80, 1.50], [0.35, 2.17, 0.96], [-0.04, 1.53, 3.20], [1.20, 2.56, 3.29], [-0.31, -1.74, 2.01], [-1.25, -1.44, 1.21], [-2.38, -2.32, 0.72], [-3.27, -1.33, -0.04], [-2.47, -0.03, -0.04], [-2.81, 0.97, -0.69], [-1.40, -0.13, 0.76], [-2.87, -2.78, 1.58], [-2.00, -3.11, 0.08], [-4.23, -1.14, 0.44], [-3.47, -1.62, -1.07], [0.50, -3.16, -3.35], [-0.12, -1.92, -2.75], [-0.31, -2.06, -1.32], [0.59, -3.04, -4.43], [-0.11, -4.04, -3.14], [1.50, -3.32, -2.94], [-1.11, -1.75, -3.15], [0.48, -1.04, -2.95], [0.54, -2.44, -0.99]]
}



{
  "formula": "C13H20N2",
  "method": "ωB97M-V/def2-TZVPD",
  "homo_ev": -9.04,
  "lumo_ev": 0.6,
  "relative_energy_ev": 2.730,
  "charge": 0,
  "symbols": ["C", "C", "C", "C", "C", "C", "C", "C", "C", "C", "C", "C", "C", "N", "N", "H", "H", "H", "H", "H", "H", "H", "H", "H", "H", "H", "H", "H", "H", "H", "H", "H", "H", "H", "H"],
  "positions_angstrom": [[4.02, -0.31, -0.80], [-2.63, -0.25, 1.21], [-2.17, -0.24, -1.27], [-1.10, 1.57, 0.14], [-1.31, -2.05, 0.08], [-0.20, -0.47, 1.48], [0.28, -0.38, -0.93], [-2.43, -1.11, -0.06], [-1.36, 0.58, 1.38], [-0.87, 0.66, -1.00], [-0.03, -1.30, 0.27], [3.15, 0.90, 0.90], [3.40, 0.92, -0.42], [4.72, -1.19, -0.99], [3.28, 1.78, -1.46], [-3.45, 0.44, 1.04], [-2.82, -0.77, 2.06], [-1.88, -0.72, -2.23], [-2.90, 0.43, -1.52], [-2.03, 2.09, -0.12], [-0.21, 2.03, 0.56], [-1.44, -2.71, 0.96], [-1.30, -2.74, -0.70], [0.72, 0.12, 1.69], [-0.44, -1.03, 2.42], [0.46, -0.98, -1.80], [1.17, 0.13, -0.65], [-3.44, -1.59, -0.19], [-1.14, 1.13, 2.36], [-0.85, 1.20, -2.05], [3.44, 0.01, 1.50], [0.81, -1.89, 0.32], [2.66, 1.78, 1.44], [3.03, 1.25, -2.31], [2.86, 2.72, -1.29]]
}



{
  "formula": "C4H3NS",
  "method": "ωB97M-V/def2-TZVPD",
  "homo_ev": [-8.29, -7.69],
  "lumo_ev": [-0.1, -0.1],
  "relative_energy_ev": 5.914,
  "charge": 0,
  "symbols": ["C", "C", "C", "C", "N", "S", "H", "H", "H"],
  "positions_angstrom": [[2.12, -0.29, -0.36], [1.01, -1.00, -0.10], [0.90, 0.52, -0.26], [-2.29, 0.69, 0.45], [0.22, 1.52, -0.26], [-2.69, -0.65, -0.16], [3.11, -0.32, -0.78], [0.47, -1.76, 0.23], [-2.86, 1.29, 1.24]]
}



{
  "formula": "C7H14O",
  "method": "ωB97M-V/def2-TZVPD",
  "homo_ev": -8.61,
  "lumo_ev": 0.7,
  "relative_energy_ev": 2.254,
  "charge": 0,
  "symbols": ["C", "C", "C", "C", "C", "C", "C", "H", "H", "H", "H", "H", "H", "H", "H", "H", "H", "H", "H", "H", "H", "O"],
  "positions_angstrom": [[-2.73, -1.88, -2.29], [-2.49, -1.10, -0.99], [-1.29, -0.18, -1.18], [-0.35, 0.15, -0.31], [0.99, 0.70, -0.67], [1.56, 1.72, 0.00], [2.94, 2.14, -0.44], [-3.64, -2.47, -2.41], [-2.83, -1.11, -3.06], [-1.83, -2.50, -2.35], [-2.13, -1.71, -0.14], [-3.38, -0.60, -0.61], [-1.17, 0.00, -2.25], [-0.41, 0.09, 0.77], [1.58, 0.07, -1.33], [0.92, 2.31, 0.65], [3.58, 2.66, 0.27], [2.79, 2.93, -1.19], [3.38, 1.31, -0.99], [1.54, -1.00, 3.93], [1.69, -0.59, 5.31], [1.06, -1.10, 4.79]]
}



{
  "formula": "C2H2OS",
  "method": "ωB97M-V/def2-TZVPD",
  "homo_ev": -9.49,
  "lumo_ev": -2.0,
  "relative_energy_ev": 1.571,
  "charge": 0,
  "symbols": ["C", "C", "O", "S", "H", "H"],
  "positions_angstrom": [[0.18, -0.60, 0.52], [0.17, 0.53, -0.50], [0.19, -1.71, -0.01], [-0.13, 2.16, -0.16], [-0.46, 0.00, -1.28], [0.06, -0.39, 1.43]]
}



{
  "formula": "C7H21CdN2OPS",
  "method": "ωB97M-V/def2-TZVPD",
  "homo_ev": [-4.98, -4.98],
  "lumo_ev": [-0.1, -0.1],
  "charge": 0,
  "symbols": ["Cd", "H", "H", "P", "C", "H", "H", "H", "C", "H", "H", "H", "C", "H", "H", "H", "C", "O", "H", "H", "C", "N", "C", "S", "N", "C", "H", "H", "H", "H", "H", "H", "H", "H"],
  "positions_angstrom": [[-0.57, 0.41, -0.09], [0.87, 2.84, -0.58], [0.90, 2.84, -1.34], [-0.27, -0.27, -3.15], [0.98, -1.16, -4.11], [0.65, -1.28, -5.13], [1.92, -0.59, -4.11], [1.11, -2.14, -3.65], [-1.79, -1.09, -3.78], [-2.68, -0.53, -3.45], [-1.77, -1.13, -4.87], [-1.79, -2.12, -3.38], [-0.38, 1.23, -4.22], [0.57, 1.77, -4.24], [-0.60, 0.96, -5.25], [-1.18, 1.89, -3.89], [2.33, -0.65, -1.21], [3.35, -0.89, -0.75], [-1.88, 0.94, -1.16], [-0.53, -0.95, -1.26], [0.89, 1.22, 5.00], [0.08, 1.16, 3.73], [0.20, -0.06, 3.06], [1.00, -0.24, 1.53], [-0.36, -1.13, 3.58], [-0.98, -1.17, 4.91], [1.05, 0.26, 5.51], [0.39, 1.86, 5.73], [1.87, 1.66, 4.75], [0.38, 1.90, 3.10], [-0.33, -1.99, 3.05], [-1.98, -1.61, 4.77], [-0.38, -1.75, 5.63], [-1.07, -0.16, 5.27]]
}



{
  "formula": "C3H7Ag2F4NOPt2",
  "method": "ωB97M-V/def2-TZVPD",
  "homo_ev": [-11.00, -13.01],
  "lumo_ev": [-5.5, -6.2],
  "multiplicity": 6,
  "charge": 1,
  "symbols": ["Ag", "Ag", "Pt", "Pt", "F", "F", "F", "F", "C", "O", "N", "C", "C", "H", "H", "H", "H", "H", "H", "H"],
  "positions_angstrom": [[-3.74, -10.03, -3.48], [-1.36, -8.47, -5.80], [-4.13, -10.34, -6.60], [-4.12, -7.41, -7.68], [-2.38, -10.75, -5.37], [-2.64, -9.27, -8.05], [-4.03, -8.32, -5.59], [-5.54, -9.13, -7.84], [-2.90, -6.85, -2.96], [-2.02, -7.67, -3.10], [-2.65, -5.77, -2.20], [-3.79, -4.90, -1.98], [-1.38, -5.22, -1.73], [-3.90, -6.98, -3.41], [-4.39, -4.87, -2.89], [-3.44, -3.87, -1.88], [-4.44, -5.26, -1.18], [-0.49, -5.83, -1.92], [-1.28, -4.24, -2.20], [-1.35, -5.10, -0.65]]
}